1.
Here is C43H48CoF2N4O12 as an isolated structure at a distorted geometry from the OMol25 dataset. Energies are from wB97M-V/def2-TZVPD.

Last column: Löwdin spin population.
Cartesian coordinates (Å):
Co 0.58119 -0.54208 -0.83603  0.0087
C -0.65778 6.33739 0.89277  -0.0012
C 0.01670 5.83709 2.17291  0.0058
C 1.27766 6.68542 2.40048  0.0049
C -0.95772 6.05993 3.34070  0.0046
C 0.39765 4.35953 2.09322  0.0695
C 0.10957 3.59083 0.99211  0.0463
C 0.49213 2.23089 0.88556  0.0604
N 0.20021 1.48287 -0.19835  0.2589
C -0.63232 1.98064 -1.19609  -0.0003
C -0.70915 3.27622 -1.70161  0.0295
C -1.67741 3.60416 -2.63947  0.0024
C -2.63050 2.63331 -2.96684  0.0378
C -2.55285 1.30880 -2.55635  0.0085
C -1.42610 0.94897 -1.77683  0.0324
O -1.06677 -0.26902 -1.51621  0.0164
C -3.64530 0.28857 -2.87819  -0.0006
C -3.08319 -0.97596 -3.54380  -0.0001
C -4.31942 -0.10208 -1.55105  0.0001
C -4.70884 0.87398 -3.81208  0.0000
C -1.66895 4.92914 -3.39998  -0.0010
C -3.02114 5.65197 -3.31425  0.0001
C -1.34991 4.62047 -4.87602  0.0001
C -0.59797 5.89033 -2.87828  -0.0001
C 1.12906 1.59782 2.06210  0.0873
O 1.42065 0.39014 2.04290  0.1738
C 1.35580 2.42123 3.23772  0.0614
C 1.03347 3.75282 3.19782  0.0729
C 1.88919 1.76100 4.51026  0.0029
C 2.00933 2.75841 5.66439  -0.0009
C 3.27826 1.14575 4.27032  0.0020
C 0.91158 0.65356 4.95169  0.0028
H -0.88964 7.40143 0.99390  0.0000
H -1.59022 5.80370 0.70170  -0.0002
H -0.00237 6.21300 0.02884  -0.0002
H 1.00880 7.74215 2.49988  0.0011
H 1.96169 6.57775 1.55656  0.0002
H 1.80477 6.37842 3.30483  0.0007
H -1.22646 7.11835 3.42435  0.0010
H -0.51749 5.74523 4.28774  0.0007
H -1.86985 5.48173 3.18212  0.0002
H -0.46000 4.01534 0.18240  0.0023
H 0.03190 4.00488 -1.40153  0.0012
H -3.43985 2.92754 -3.62285  0.0022
H -2.44908 -1.52275 -2.85374  0.0000
H -2.47231 -0.72050 -4.41026  0.0000
H -3.90921 -1.62360 -3.86090  0.0000
H -3.58900 -0.56388 -0.88507  0.0001
H -5.12912 -0.81628 -1.73651  0.0000
H -4.73360 0.78045 -1.05746  0.0000
H -4.26000 1.18997 -4.75664  0.0000
H -5.21870 1.72642 -3.35632  0.0001
H -5.45934 0.11029 -4.03049  0.0000
H -3.84520 5.00190 -3.60761  0.0002
H -3.02196 6.52254 -3.97841  0.0001
H -3.20650 5.99423 -2.29353  0.0000
H -2.19090 4.11989 -5.35898  0.0003
H -0.48775 3.95532 -4.93926  0.0000
H -1.12950 5.53997 -5.43086  0.0000
H -0.72087 6.08075 -1.80951  0.0000
H -0.67867 6.84582 -3.40420  0.0000
H 0.40366 5.49159 -3.05005  0.0000
H 1.23818 4.36746 4.06798  0.0023
H 2.71929 3.55684 5.43208  -0.0001
H 2.37214 2.23389 6.55167  -0.0001
H 1.04059 3.20359 5.90450  -0.0001
H 4.01084 1.92856 4.05412  0.0001
H 3.23484 0.45480 3.43297  -0.0001
H 3.60612 0.59683 5.15935  0.0002
H -0.09735 1.05941 5.06095  0.0002
H 1.22484 0.23066 5.91192  0.0002
H 0.88585 -0.14282 4.21196  0.0000
O 2.32168 -1.01037 -0.23435  0.0008
C 2.59554 -1.87593 0.58646  -0.0001
C 1.71592 -2.69575 1.35675  -0.0002
C 2.28208 -3.62876 2.21769  -0.0001
C 1.49704 -4.46734 2.98392  -0.0001
C 0.08553 -4.41774 2.85799  0.0000
C -0.49739 -3.49784 2.05218  0.0001
C 0.27397 -2.54782 1.28505  0.0003
O -0.30989 -1.67392 0.61820  0.0036
N 2.10021 -5.36660 3.90424  0.0000
O 1.37946 -6.11248 4.56179  -0.0001
O 3.32571 -5.39402 3.99762  -0.0001
H 3.66950 -2.04451 0.76001  0.0001
H 3.35960 -3.70687 2.29094  0.0000
H -0.49787 -5.13657 3.41570  0.0000
H -1.57319 -3.44789 1.94518  0.0000
O 0.07225 -1.81108 -3.84326  0.0001
C 0.32791 -2.53725 -2.90014  -0.0001
O 0.66945 -2.24894 -1.69981  -0.0005
C 0.26118 -4.04355 -3.11388  0.0000
C 0.30104 -4.91719 -2.03836  0.0000
C 0.17392 -6.28644 -2.26989  0.0000
C 0.00398 -6.78653 -3.54712  0.0000
C -0.02501 -5.89897 -4.60831  0.0000
C 0.10432 -4.52623 -4.40171  0.0000
N -0.20432 -6.41259 -5.94443  0.0000
O -0.12259 -5.64064 -6.87727  0.0000
O -0.42226 -7.60299 -6.08554  0.0000
N 0.21720 -7.21188 -1.15779  0.0000
O 0.09380 -8.40247 -1.39277  0.0000
O 0.37851 -6.76526 -0.04398  0.0000
H 0.42619 -4.53631 -1.03487  0.0000
H -0.09555 -7.84795 -3.71043  0.0000
H 0.07027 -3.83586 -5.23200  0.0000
F 0.98466 0.99035 -3.25643  -0.0013
C 1.63922 0.34592 -2.23320  -0.0012
F 2.50223 -0.54014 -2.85736  0.0005
H 2.28184 1.10221 -1.76083  0.0001

Results
Frontier orbital gap (spin up / spin down) = 4.3 / 4.9 eV
Relative energy (zero: lowest compared OMol25 entry of this formula, charge and spin) = 2.7572 eV
Molar mass = 909.8 Da
Multiplicity = 2
Expectation value of S² = 0.7792
Charge = -2
Calculated total energy = -4371.6403 Eh

2.
Here is C43H49LaN13OPSSe as an isolated structure at a distorted geometry from the OMol25 dataset. Energies are from wB97M-V/def2-TZVPD.

Last column: Mulliken charge in e.
Cartesian coordinates (Å):
La 0.17036 -0.58332 0.00269  1.0425
C 1.53264 -1.50064 6.53240  -0.9796
C 0.17594 -0.93876 6.10994  -0.3659
N 0.27935 -0.00926 5.00089  -0.1862
C 0.22000 -0.36716 3.69592  0.3500
S 0.24129 0.93672 2.56679  -0.4747
N 0.19830 -1.66371 3.47162  -0.6999
N -0.10504 -2.10747 2.22931  0.3183
C -0.10720 -3.39781 2.12331  -0.0793
C 0.36392 -4.27280 3.24720  -1.2175
C -0.76220 -3.98118 0.94602  0.8832
C -0.61562 -5.32129 0.58395  -0.7164
C -1.35701 -5.82432 -0.46969  -0.6549
C -2.24792 -4.99112 -1.12605  -0.6712
C -2.31473 -3.66815 -0.71883  -0.2493
N -1.58480 -3.16305 0.26826  -0.1501
H 1.40722 -2.28221 7.28365  0.3159
H 2.16563 -0.71575 6.94838  0.3208
H 2.02538 -1.92801 5.65920  0.1766
H -0.30284 -0.42084 6.94235  0.4237
H -0.46551 -1.75632 5.78530  0.2214
H 0.41627 0.96902 5.18091  0.2240
H 1.18613 -3.78390 3.76446  0.1973
H 0.67925 -5.25439 2.90173  0.4073
H -0.44281 -4.40201 3.97410  0.2739
H 0.07993 -5.95985 1.10832  0.2702
H -1.23923 -6.85813 -0.76885  0.4420
H -2.86329 -5.34983 -1.93905  0.4504
H -2.98295 -2.97337 -1.21307  0.5961
C 2.72049 -4.67954 -0.85446  -1.2930
C 2.16790 -5.18010 -2.02599  -1.0034
C 1.15460 -4.47944 -2.64566  -1.0783
C 0.71021 -3.25822 -2.12101  1.3127
N 1.25111 -2.79270 -0.97821  1.3464
C 2.21445 -3.48996 -0.37342  -0.4123
C -0.36148 -2.46584 -2.76401  1.4055
C -0.78673 -2.80386 -4.05263  -1.1692
C -1.83439 -2.13131 -4.65612  -1.0264
C -2.47031 -1.11058 -3.96702  -0.8228
C -2.00923 -0.73986 -2.70921  -0.0722
C -0.93606 -1.37369 -2.06840  -0.1503
H 3.51246 -5.19686 -0.33150  0.5467
H 2.51868 -6.11224 -2.45074  0.4158
H 0.70615 -4.88566 -3.53895  0.4211
H 2.59108 -3.06636 0.55200  0.2930
H -0.28880 -3.57957 -4.62198  0.3478
H -2.14638 -2.40009 -5.65765  0.3843
H -3.31340 -0.59314 -4.41249  0.4930
H -2.51347 0.08140 -2.20711  0.4403
C 2.81328 1.36563 -4.28908  -1.3034
C 2.19071 0.40564 -3.40294  0.5122
N 1.69952 -0.34906 -2.69188  -0.1434
H 2.80959 2.34043 -3.79762  0.1988
H 2.26297 1.42822 -5.22661  0.3984
H 3.84360 1.07141 -4.48538  0.3371
C -6.72555 3.84976 -4.06904  -1.4526
C -6.28060 4.33811 -2.71667  0.7927
C -6.17143 3.47444 -1.63483  -0.7593
C -5.71889 3.91368 -0.40018  -0.1345
C -5.34049 5.23964 -0.22822  0.2229
N -4.83218 5.73357 0.99217  -0.0739
C -4.14149 5.12878 2.01740  0.2541
O -4.19486 5.58596 3.14435  -0.6923
N -3.40325 3.97987 1.77977  -0.0646
C -2.66382 3.54251 0.67427  -0.1727
C -2.26220 4.34979 -0.38489  -0.1441
C -1.58413 3.77195 -1.44407  -1.5304
C -1.29351 2.42264 -1.40828  -0.3939
N -1.59283 1.65694 -0.35551  0.5922
C -2.25654 2.21027 0.65259  -0.5882
C -5.49631 6.12681 -1.29060  -0.4952
C -5.95749 5.67783 -2.51500  -0.7067
H -7.05726 2.81372 -4.01987  0.3429
H -5.90327 3.91006 -4.78461  0.3059
H -7.54503 4.45786 -4.45432  0.3724
H -6.44701 2.43300 -1.75266  0.3079
H -5.66541 3.22348 0.43029  0.4829
H -5.13223 6.65985 1.24817  0.2485
H -3.19236 3.50521 2.64422  0.2150
H -2.45302 5.41213 -0.38111  0.6197
H -1.26583 4.37322 -2.28349  0.5555
H -0.79116 1.93367 -2.23419  0.5205
H -2.46915 1.56979 1.50222  0.5460
H -5.23953 7.17147 -1.15641  0.4077
H -6.05940 6.37869 -3.33548  0.3795
Se 2.39707 4.10747 -1.31540  -0.1867
C 1.78538 2.55881 -0.78273  -0.4125
N 1.38480 1.51596 -0.43558  -0.1814
C 6.05443 0.52657 2.34994  -0.9803
N 5.14217 1.46226 1.71239  0.1875
C 5.43868 1.52204 0.28506  -0.8428
N 5.41907 0.20915 -0.36156  0.1402
C 6.31236 -0.69495 0.34552  -0.9783
N 6.00586 -0.81386 1.76600  0.1575
C 4.71966 -1.45842 1.99372  -1.3961
P 3.23649 -0.53800 1.26404  1.3940
C 3.74909 1.12286 1.97064  -1.2146
C 4.06370 -0.31979 -0.41582  -0.7445
H 5.82223 0.46180 3.41541  0.3894
H 7.07386 0.90199 2.23204  0.3149
H 6.43459 1.95371 0.15620  0.2650
H 4.70861 2.17048 -0.20304  0.2789
H 7.33335 -0.31697 0.24908  0.2956
H 6.25691 -1.68176 -0.12172  0.3902
H 4.56703 -1.53991 3.07348  0.4678
H 4.76075 -2.47070 1.57963  0.4024
H 3.58516 1.08555 3.05083  0.4063
H 3.09914 1.89590 1.56225  0.4627
H 3.45327 0.35480 -1.00642  0.0540
H 4.07553 -1.29543 -0.91301  0.5259

Results
Frontier orbital gap = 7.4 eV
Relative energy (zero: lowest compared OMol25 entry of this formula, charge and spin) = 0.6446 eV
Molar mass = 1044.9 Da
Charge = 0
Calculated total energy = -5627.7382 Eh